1.
{
  "formula": "C32H26CaFNO4SbSe4Si",
  "method": "ωB97M-V/def2-TZVPD",
  "lumo_ev": 1.35,
  "relative_energy_kj_mol": 0.00,
  "total_charge": -1,
  "homo_energy_ev": -5.22,
  "e_tot_ha": -12504.0637,
  "symbols": ["Ca", "C", "C", "C", "C", "C", "C", "C", "F", "C", "C", "C", "O", "C", "C", "N", "C", "C", "O", "O", "H", "H", "H", "H", "H", "H", "H", "H", "H", "H", "H", "Se", "Sb", "Se", "Se", "Se", "O", "Si", "C", "C", "C", "C", "C", "C", "C", "C", "C", "C", "C", "C", "C", "C", "C", "C", "C", "C", "H", "H", "H", "H", "H", "H", "H", "H", "H", "H", "H", "H", "H", "H", "H"],
  "positions_angstrom": [[14.576, 8.994, 13.566], [13.439, 13.821, 19.014], [14.676, 13.100, 19.598], [14.356, 12.520, 20.957], [15.355, 11.496, 21.442], [15.347, 10.349, 20.482], [15.496, 9.026, 20.794], [15.409, 8.040, 19.791], [15.431, 6.751, 20.194], [15.122, 8.345, 18.492], [15.013, 9.703, 18.148], [14.803, 10.029, 16.748], [14.360, 9.192, 15.926], [15.136, 11.382, 16.359], [15.145, 12.296, 17.356], [15.043, 12.018, 18.695], [15.122, 10.696, 19.119], [15.359, 11.725, 14.919], [14.835, 12.776, 14.498], [16.026, 10.881, 14.222], [13.145, 14.648, 19.688], [12.621, 13.130, 18.927], [13.631, 14.247, 18.006], [15.552, 13.791, 19.679], [13.374, 12.058, 20.917], [14.338, 13.364, 21.659], [15.103, 11.184, 22.453], [16.363, 11.957, 21.487], [15.632, 8.731, 21.828], [14.936, 7.590, 17.733], [15.242, 13.342, 17.117], [21.087, 9.237, 13.243], [18.643, 9.266, 14.262], [18.372, 9.289, 16.646], [19.589, 11.052, 12.726], [17.171, 7.749, 12.958], [12.536, 9.122, 12.811], [11.134, 9.384, 12.109], [9.809, 9.112, 13.412], [8.483, 9.037, 12.956], [7.425, 9.010, 13.851], [7.704, 9.016, 15.225], [9.018, 8.958, 15.659], [10.075, 9.053, 14.788], [10.877, 8.176, 10.666], [10.540, 6.826, 10.884], [10.593, 5.973, 9.788], [10.881, 6.435, 8.500], [11.214, 7.772, 8.302], [11.246, 8.621, 9.393], [11.055, 11.154, 11.342], [12.311, 11.775, 11.307], [12.515, 13.080, 10.874], [11.434, 13.853, 10.472], [10.180, 13.284, 10.520], [9.984, 11.961, 10.940], [8.307, 9.050, 11.880], [6.403, 9.028, 13.460], [6.900, 9.080, 15.939], [9.255, 8.935, 16.708], [11.125, 9.074, 15.119], [10.246, 6.458, 11.844], [10.336, 4.916, 9.894], [10.804, 5.771, 7.627], [11.392, 8.172, 7.300], [11.511, 9.666, 9.216], [13.151, 11.196, 11.654], [13.520, 13.454, 10.914], [11.533, 14.871, 10.209], [9.347, 13.871, 10.198], [9.014, 11.516, 10.885]]
}

---

2.
{
  "formula": "H3NO3P2",
  "method": "ωB97M-V/def2-TZVPD",
  "lumo_ev": 7.62,
  "relative_energy_kj_mol": 58.70,
  "total_charge": -2,
  "homo_energy_ev": 1.18,
  "e_tot_ha": -965.0072,
  "symbols": ["N", "O", "O", "O", "P", "P", "H", "H", "H"],
  "positions_angstrom": [[0.226, 0.241, 0.130], [-1.073, -1.970, 0.997], [-2.031, -0.020, -0.679], [-0.252, -1.925, -1.437], [-1.005, 1.259, -0.317], [-0.651, -1.175, -0.161], [2.846, 0.917, 0.178], [-1.737, 1.689, 1.010], [3.676, 0.982, 0.279]]
}